(1)
A cluster of 3 separate species, C3H13NO2S in total, computed with wB97M-V/def2-TZVPD.

Its total energy is -725.45954 a.u. Its lowest unoccupied orbital energy is 0.7 eV.

The geometry in XYZ format:
```
20
C3H13NO2S | OMol25 | wB97M-V/def2-TZVPD
C 0.578 -0.353 -2.075
C 0.512 0.152 -0.641
C 1.829 0.478 0.077
S 1.633 0.588 2.070
N -0.877 -0.433 -2.551
H 1.202 0.455 -2.554
H 1.067 -1.342 -2.234
H 0.011 -0.736 -0.139
H -0.193 1.015 -0.476
H 2.669 -0.176 -0.086
H 2.159 1.421 -0.446
H 1.335 -0.659 2.082
H -1.637 0.092 -2.101
H -0.788 -0.041 -3.494
H -1.867 -0.085 0.978
H -0.741 0.862 1.596
O -1.692 0.850 1.133
H -2.027 -1.351 -0.684
H -3.625 -1.521 -0.418
O -2.692 -1.597 -0.065
```

Löwdin atomic charge list, values in e, 4 entries:
1. C -0.256
2. C -0.346
3. C -0.414
4. S 0.680

***

(2)
A structure of composition C21H22N6O7S2Se2Te2V, computed with wB97M-V/def2-TZVPD.

As for the expectation value of S²: 3.7822. Its total energy is -8748.00697 a.u. Its total charge is -2. Its lowest unoccupied orbital energy (alpha / beta) is 3.6 / 3.6 eV. Its spin multiplicity is 4.

The geometry in XYZ format:
```
63
C21H22N6O7S2Se2Te2V | OMol25 | wB97M-V/def2-TZVPD
V 0.508 0.959 -1.558
O -0.492 -2.432 0.431
C -0.045 -1.126 0.201
O -0.451 -0.638 -0.951
C -0.454 -0.297 1.425
O -0.087 1.054 1.219
C 1.278 1.271 0.882
C 1.986 0.113 -0.002
O 1.453 -1.144 0.341
O 2.230 0.328 -1.279
H -0.337 -2.891 -0.409
H 0.025 -0.703 2.323
H -1.531 -0.294 1.553
H 1.817 1.241 1.837
H 1.814 3.284 0.926
Se 1.205 2.177 -3.378
Te 1.503 3.778 -5.314
Te -1.549 0.818 -5.929
Se -0.507 0.539 -3.616
N 3.718 0.379 6.745
C 3.746 0.302 5.346
C 3.078 -0.728 4.683
C 3.084 -0.790 3.301
C 3.742 0.188 2.566
C 4.389 1.227 3.213
C 4.395 1.282 4.598
S 3.827 0.061 0.779
O 4.459 -1.213 0.505
O 4.487 1.277 0.343
N 1.365 2.632 0.294
C 0.136 3.209 -0.104
N -0.158 4.397 0.395
C -1.252 4.992 -0.096
C -2.022 4.420 -1.084
C -1.645 3.165 -1.533
N -0.593 2.535 -1.016
H 3.579 -0.503 7.213
H 4.467 0.918 7.150
H 2.561 -1.487 5.260
H 2.581 -1.597 2.783
H 4.891 1.976 2.615
H 4.917 2.084 5.109
H -1.488 5.963 0.326
H -2.885 4.912 -1.505
H -2.162 2.636 -2.331
N -3.839 -0.248 0.048
C -3.798 -0.654 -1.263
S -4.214 0.406 -2.467
N -3.465 -1.966 -1.349
C -3.299 -2.843 -2.442
C -3.416 -4.204 -2.156
C -3.230 -5.149 -3.150
C -2.918 -4.748 -4.441
C -2.798 -3.394 -4.719
C -2.993 -2.438 -3.734
H -3.865 0.754 0.151
H -3.242 -0.734 0.697
H -3.321 -2.420 -0.458
H -3.654 -4.518 -1.144
H -3.334 -6.201 -2.911
H -2.763 -5.485 -5.218
H -2.543 -3.035 -5.709
H -2.888 -1.398 -3.991
```

Löwdin atomic charge list, values in e, 4 entries:
1. V 0.171
2. O 0.050
3. C -0.677
4. O -0.199

***

(3)
A cluster of 14 separate species, C28H91N7O14 in total, computed with wB97M-V/def2-TZVPD.

Its total energy is -2557.96829 a.u. Its lowest unoccupied orbital energy is -0.1 eV.

The geometry in XYZ format:
```
140
C28H91N7O14 | OMol25 | wB97M-V/def2-TZVPD
O -3.591 2.295 -3.417
H -4.510 2.580 -3.373
H -3.120 3.046 -3.792
O 2.882 -0.634 0.726
H 3.467 -0.159 0.124
H 1.981 -0.524 0.342
O 0.375 -3.757 -1.432
H -0.060 -4.615 -1.387
H 1.074 -3.780 -0.746
O -4.236 -0.369 -2.363
H -3.827 0.445 -2.692
H -5.030 -0.079 -1.903
O -1.146 -2.357 -3.279
H -0.502 -2.835 -2.729
H -0.877 -1.427 -3.242
O -3.680 -3.230 -2.464
H -4.206 -2.427 -2.360
H -2.809 -2.898 -2.746
O 1.971 -3.323 0.733
H 2.297 -2.417 0.860
H 1.467 -3.542 1.536
C -1.447 0.903 0.516
C -0.970 0.049 -0.651
C -0.513 0.942 -1.781
O -0.072 0.131 -2.865
C 0.555 0.909 -3.864
N 0.186 -0.785 -0.190
H -1.916 0.321 1.304
H -2.209 1.612 0.165
H -0.629 1.535 0.867
H -1.764 -0.605 -1.024
H 0.290 1.633 -1.497
H -1.371 1.528 -2.135
H 0.611 0.343 -4.794
H 1.602 1.064 -3.580
H 0.084 1.878 -4.044
H 0.510 -1.194 -1.069
H -0.248 -1.568 0.294
C -2.036 -1.427 3.374
C -2.009 -1.796 4.841
C -2.658 -3.142 5.122
O -4.042 -3.161 4.788
C -4.873 -2.709 5.828
N -0.594 -1.927 5.254
H -3.054 -1.273 3.010
H -1.436 -2.102 2.766
H -1.612 -0.422 3.252
H -2.479 -0.989 5.420
H -2.542 -3.484 6.154
H -2.181 -3.852 4.444
H -4.660 -3.192 6.787
H -5.899 -2.960 5.551
H -4.859 -1.618 5.931
H -0.575 -1.959 6.270
H -0.074 -1.079 5.009
C 1.039 5.653 -3.565
C 1.125 6.127 -5.004
C 0.539 5.127 -5.992
O 1.342 3.987 -6.134
C 0.703 2.954 -6.877
N 0.361 7.396 -5.059
H 1.343 6.424 -2.860
H 1.652 4.777 -3.320
H 0.031 5.288 -3.346
H 2.155 6.302 -5.317
H 0.408 5.591 -6.988
H -0.519 4.901 -5.751
H 0.530 3.329 -7.891
H -0.259 2.708 -6.417
H 1.392 2.116 -6.861
H 0.518 7.818 -5.969
H -0.623 7.146 -5.010
C -2.946 6.675 1.977
C -1.565 6.109 1.641
C -1.173 6.448 0.208
O -1.861 5.642 -0.732
C -1.219 4.415 -0.985
N -0.558 6.582 2.585
H -2.984 7.762 2.042
H -3.307 6.320 2.947
H -3.632 6.283 1.224
H -1.686 5.018 1.721
H -0.090 6.275 0.117
H -1.377 7.487 -0.049
H -0.163 4.555 -1.237
H -1.801 3.922 -1.761
H -1.228 3.749 -0.112
H -0.685 6.148 3.493
H 0.367 6.271 2.300
C 3.009 -0.847 5.878
C 2.689 -0.981 4.380
C 2.042 0.301 3.881
O 0.878 0.558 4.658
C 0.254 1.803 4.369
N 3.920 -1.278 3.662
H 3.318 -1.803 6.306
H 2.168 -0.430 6.424
H 3.884 -0.199 5.967
H 1.934 -1.769 4.259
H 1.793 0.237 2.816
H 2.726 1.153 4.012
H -0.333 1.752 3.453
H 1.025 2.579 4.390
H -0.355 2.010 5.250
H 4.123 -2.272 3.741
H 3.804 -1.209 2.651
C 5.752 -2.772 -3.997
C 5.127 -1.442 -3.580
C 3.608 -1.530 -3.591
O 3.207 -2.046 -4.850
C 2.043 -2.840 -4.805
N 5.523 -1.094 -2.199
H 5.470 -3.070 -5.006
H 5.565 -3.592 -3.301
H 6.843 -2.663 -3.980
H 5.488 -0.626 -4.206
H 3.121 -0.555 -3.462
H 3.263 -2.128 -2.735
H 1.816 -3.148 -5.828
H 1.158 -2.277 -4.488
H 2.139 -3.745 -4.201
H 5.144 -1.782 -1.556
H 6.531 -1.142 -2.123
C -0.427 -6.453 3.457
C -0.039 -5.349 2.483
C -1.248 -4.839 1.718
O -1.883 -5.907 1.053
C -3.263 -5.693 0.831
N 0.581 -4.198 3.176
H 0.418 -6.813 4.046
H -0.845 -7.329 2.956
H -1.215 -6.081 4.118
H 0.752 -5.692 1.811
H -0.929 -4.067 1.003
H -1.970 -4.367 2.396
H -3.431 -4.989 0.011
H -3.754 -5.327 1.742
H -3.717 -6.656 0.602
H -0.005 -3.803 3.911
H 1.440 -4.493 3.627
```

Löwdin atomic charge list, values in e, 4 entries:
1. O -0.046
2. H 0.060
3. H 0.045
4. O -0.091